Here is 2 unconnected molecules or ions with the total composition C29H28N from OMol25. Energies are from ωB97M-V/def2-TZVPD.

Geometry (Å):
C (2.65, 3.32, 4.60)
C (2.56, 2.46, 3.37)
C (2.34, 3.04, 2.12)
C (2.25, 2.26, 0.98)
C (2.34, 0.82, 1.03)
C (2.29, 0.08, -0.18)
C (2.70, -1.26, -0.49)
C (2.54, -1.73, -1.84)
C (2.82, -3.04, -2.19)
C (3.26, -3.96, -1.24)
C (3.48, -5.40, -1.63)
C (3.47, -3.52, 0.08)
C (3.30, -2.18, 0.42)
C (2.47, 0.26, 2.34)
C (2.67, 1.06, 3.45)
H (2.90, 2.74, 5.49)
H (3.42, 4.10, 4.48)
H (1.71, 3.84, 4.80)
H (2.29, 4.13, 2.05)
H (2.18, 2.73, 0.01)
H (1.98, 0.66, -1.05)
H (2.22, -1.02, -2.60)
H (2.69, -3.37, -3.23)
H (3.69, -6.03, -0.76)
H (2.59, -5.80, -2.13)
H (4.32, -5.52, -2.33)
H (3.80, -4.24, 0.84)
H (3.69, -1.82, 1.37)
H (2.43, -0.82, 2.45)
H (2.92, 0.60, 4.42)
C (-5.10, 0.08, 0.39)
N (-3.89, 0.37, -0.36)
C (-3.28, 1.59, -0.11)
C (-2.08, 1.95, -0.75)
C (-1.37, 0.99, -1.67)
H (-0.35, 0.73, -1.25)
C (-2.15, -0.27, -1.92)
C (-3.36, -0.56, -1.24)
C (-4.01, -1.78, -1.50)
C (-3.49, -2.67, -2.42)
C (-2.31, -2.37, -3.13)
C (-1.66, -1.15, -2.88)
C (-1.54, 3.22, -0.56)
C (-2.14, 4.12, 0.33)
C (-3.32, 3.74, 1.01)
C (-3.89, 2.49, 0.78)
H (-5.51, -0.90, 0.17)
H (-4.89, 0.11, 1.47)
H (-5.88, 0.82, 0.16)
H (-1.18, 1.48, -2.63)
H (-4.93, -2.05, -0.99)
H (-3.99, -3.63, -2.58)
H (-1.91, -3.06, -3.87)
H (-0.78, -0.86, -3.46)
H (-0.66, 3.51, -1.13)
H (-1.70, 5.10, 0.50)
H (-3.79, 4.41, 1.73)
H (-4.80, 2.22, 1.29)

Values from the calculation:
HOMO energy ... -9.197 eV
Lowest unoccupied orbital energy ... -5.5 eV
Net charge ... +1
Largest force on an atom ... 1.02 eV Å⁻¹
E ... -1176.37702 Ha
Orbital gap ... 3.65 eV
Relative energy (zero: lowest compared OMol25 entry of this formula, charge and spin) ... 0.0 kJ/mol

---

Here is a molecular structure, C29H28N2O4PdS from OMol25. Energies are from ωB97M-V/def2-TZVPD.

Geometry (Å):
Pd (0.54, 1.69, 0.16)
N (1.25, 0.01, -1.03)
C (1.77, -1.03, -0.58)
C (2.18, -2.17, -1.50)
C (3.31, -2.96, -1.30)
C (3.68, -3.94, -2.22)
C (2.90, -4.16, -3.35)
C (1.76, -3.39, -3.55)
C (1.41, -2.41, -2.63)
C (2.00, -1.26, 0.90)
C (2.40, -0.20, 1.71)
C (2.46, -0.34, 3.09)
C (2.13, -1.56, 3.68)
C (1.76, -2.63, 2.88)
C (1.71, -2.48, 1.50)
H (3.91, -2.80, -0.41)
H (4.58, -4.52, -2.05)
H (3.18, -4.93, -4.06)
H (1.14, -3.56, -4.42)
H (0.53, -1.79, -2.77)
H (2.62, 0.77, 1.26)
H (2.76, 0.50, 3.69)
H (2.17, -1.67, 4.76)
H (1.49, -3.58, 3.34)
H (1.39, -3.31, 0.88)
O (2.76, 3.03, 1.74)
N (2.87, 3.76, 0.74)
O (2.15, 3.47, -0.24)
O (-2.01, -0.89, -0.38)
S (-1.36, -0.44, 0.90)
C (-2.65, -0.79, 2.15)
C (-2.31, -0.75, 3.49)
C (-3.29, -0.99, 4.45)
C (-4.59, -1.28, 4.06)
C (-4.91, -1.34, 2.71)
C (-3.94, -1.10, 1.75)
C (-1.40, 1.35, 0.89)
C (-0.70, 2.13, 1.87)
C (-1.10, 3.48, 2.07)
C (-2.11, 4.04, 1.34)
C (-2.79, 3.27, 0.36)
C (-2.45, 1.97, 0.14)
H (-1.29, -0.52, 3.79)
H (-3.03, -0.95, 5.51)
H (-5.35, -1.47, 4.81)
H (-5.93, -1.57, 2.41)
H (-4.15, -1.14, 0.69)
H (-0.07, 1.65, 2.62)
H (-0.57, 4.07, 2.81)
H (-2.38, 5.08, 1.49)
H (-3.57, 3.72, -0.24)
H (-2.96, 1.37, -0.61)
C (-0.32, 0.94, -4.37)
C (0.97, 1.77, -4.56)
C (1.03, 2.59, -3.27)
O (-0.33, 2.85, -2.97)
C (-1.01, 1.61, -3.16)
H (-0.09, -0.10, -4.14)
H (-0.95, 0.96, -5.27)
H (0.88, 2.42, -5.43)
H (1.85, 1.13, -4.68)
H (1.54, 3.55, -3.36)
H (1.49, 2.01, -2.47)
H (-2.06, 1.84, -3.33)
H (-0.91, 0.99, -2.27)

Values from the calculation:
HOMO energy ... -0.276 eV
Lowest unoccupied orbital energy ... 4.6 eV
Net charge ... -2
Largest force on an atom ... 0.75 eV Å⁻¹
E ... -2058.29095 Ha
Orbital gap ... 4.83 eV
Relative energy (zero: lowest compared OMol25 entry of this formula, charge and spin) ... 13.5 kJ/mol

---

Here is a molecular structure, C29H28N3O7Ti from OMol25. Energies are from ωB97M-V/def2-TZVPD.

Geometry (Å):
C (2.54, -0.14, 0.99)
C (2.38, -1.04, -0.10)
C (1.70, -0.35, -1.14)
H (2.77, -2.04, -0.16)
C (1.39, 0.98, -0.67)
C (1.92, 1.10, 0.65)
H (0.92, 1.78, -1.24)
C (-1.25, -2.47, 1.45)
C (-0.16, -3.19, 0.90)
C (-0.08, -2.92, -0.49)
H (0.48, -3.88, 1.44)
C (-1.19, -2.08, -0.83)
C (-1.89, -1.75, 0.38)
H (1.52, -0.72, -2.14)
H (1.92, 2.02, 1.24)
H (3.13, -0.33, 1.89)
H (-2.82, -1.16, 0.42)
H (0.62, -3.35, -1.20)
H (-1.65, -2.53, 2.46)
Ti (0.02, -0.51, 0.53)
C (-1.61, -1.52, -2.17)
C (-3.15, -1.64, -2.30)
C (-0.96, -2.22, -3.36)
H (-3.46, -2.65, -1.97)
H (-3.48, -1.56, -3.34)
H (-3.69, -0.89, -1.72)
H (-1.20, -3.29, -3.38)
H (0.13, -2.10, -3.37)
H (-1.36, -1.80, -4.29)
C (-1.03, -0.09, -2.13)
C (-1.94, 1.04, -2.48)
H (-0.17, -0.01, -2.79)
H (-0.74, 0.19, -1.06)
O (-2.66, 1.48, -1.57)
N (-1.76, 1.57, -3.77)
C (-0.56, 2.44, -3.90)
H (-2.61, 2.04, -4.09)
C (0.74, 1.69, -4.17)
C (1.95, 2.26, -3.77)
H (1.94, 3.23, -3.28)
C (3.15, 1.59, -4.01)
H (4.09, 2.04, -3.68)
C (3.17, 0.36, -4.66)
H (4.11, -0.17, -4.84)
C (1.96, -0.19, -5.09)
H (1.95, -1.15, -5.61)
C (0.75, 0.48, -4.88)
H (-0.20, 0.08, -5.29)
H (-0.41, 3.04, -2.98)
H (-0.73, 3.17, -4.72)
O (0.57, -0.82, 2.43)
C (-0.16, 0.17, 2.80)
O (-0.80, 0.79, 1.86)
C (-0.21, 0.55, 4.22)
C (-0.88, 1.71, 4.65)
C (-0.90, 2.00, 6.02)
C (-0.30, 1.17, 6.97)
C (0.36, 0.03, 6.52)
C (0.43, -0.29, 5.15)
N (0.97, -0.88, 7.45)
O (0.91, -0.64, 8.68)
O (1.55, -1.89, 7.00)
N (-1.57, 3.21, 6.47)
O (-2.10, 3.96, 5.62)
O (-1.59, 3.45, 7.69)
H (-1.36, 2.37, 3.93)
H (-0.34, 1.42, 8.02)
H (0.96, -1.18, 4.80)

Values from the calculation:
Expectation value of S² ... 2.035
HOMO energy (spin up / spin down) ... -2.184 / -5.969 eV
Lowest unoccupied orbital energy (spin up / spin down) ... 2.0 / 2.0 eV
Net charge ... -1
Largest force on an atom ... 3.33 eV Å⁻¹
E ... -2662.19682 Ha
Spin multiplicity ... 3
Orbital gap (spin up / spin down) ... 4.14 / 7.93 eV

---

Here is a molecular structure, C29H28N5O2RuS from OMol25. Energies are from ωB97M-V/def2-TZVPD.

Geometry (Å):
Ru (0.42, 0.64, -0.53)
C (-2.93, 2.73, -3.27)
C (-3.32, 1.39, -2.69)
C (-4.48, 0.78, -3.21)
C (-4.88, -0.48, -2.78)
C (-4.11, -1.16, -1.84)
C (-2.97, -0.56, -1.29)
C (-2.15, -1.35, -0.29)
C (-2.56, 0.75, -1.67)
N (-1.42, 1.24, -1.11)
C (-1.40, 2.53, -0.60)
O (-2.33, 3.34, -0.48)
C (-0.03, 3.05, -0.12)
C (0.41, 4.35, -0.15)
C (1.77, 4.58, 0.13)
C (2.66, 3.49, 0.29)
C (2.12, 2.23, 0.31)
N (0.80, 2.15, 0.36)
C (2.90, 0.89, 0.22)
O (4.12, 1.01, 0.43)
N (2.20, -0.26, -0.13)
C (2.96, -1.30, -0.57)
C (3.69, -2.14, 0.31)
C (3.72, -1.89, 1.80)
C (4.44, -3.21, -0.20)
C (4.45, -3.50, -1.56)
C (3.70, -2.71, -2.43)
C (2.96, -1.62, -1.95)
C (2.13, -0.81, -2.92)
H (-3.24, 2.78, -4.33)
H (-1.85, 2.89, -3.26)
H (-3.44, 3.54, -2.74)
H (-5.06, 1.29, -3.96)
H (-5.76, -0.95, -3.20)
H (-4.40, -2.15, -1.53)
H (-2.59, -2.33, -0.10)
H (-2.09, -0.82, 0.67)
H (-1.14, -1.53, -0.68)
H (-0.28, 5.15, -0.40)
H (2.16, 5.59, 0.14)
H (3.73, 3.62, 0.37)
H (2.75, -1.53, 2.17)
H (4.50, -1.17, 2.04)
H (3.92, -2.82, 2.34)
H (5.02, -3.83, 0.48)
H (5.03, -4.33, -1.94)
H (3.69, -2.94, -3.49)
H (2.25, -1.17, -3.95)
H (2.46, 0.24, -2.91)
H (1.07, -0.87, -2.67)
N (-1.84, -2.24, 5.68)
C (-2.09, -1.00, 5.15)
S (-3.06, 0.01, 6.07)
C (-1.48, -0.66, 3.82)
C (-0.68, -1.57, 3.12)
C (-0.15, -1.20, 1.90)
N (-0.35, 0.00, 1.32)
C (-1.12, 0.87, 2.00)
C (-1.70, 0.60, 3.23)
H (-2.25, -2.45, 6.58)
H (-1.28, -2.96, 5.27)
H (-0.45, -2.56, 3.50)
H (0.48, -1.89, 1.33)
H (-1.27, 1.83, 1.51)
H (-2.31, 1.36, 3.70)
H (-0.04, -0.97, -1.28)

Values from the calculation:
Expectation value of S² ... 0.756
HOMO energy (spin up / spin down) ... -7.795 / -7.805 eV
Lowest unoccupied orbital energy (spin up / spin down) ... -1.5 / -1.7 eV
Largest force on an atom ... 15.41 eV Å⁻¹
E ... -2039.06857 Ha
Spin multiplicity ... 2
Orbital gap (spin up / spin down) ... 6.28 / 6.11 eV

---

The highest E belongs to which entry? C29H28N

---

E of number 4 (C29H28N5O2RuS)? -2039.06857 Ha